# 1
One molecule with the formula C3H6N2, computed with the ωB97M-V functional and the def2-TZVPD basis.

HOMO-LUMO gap = 7.543 eV
highest occupied orbital energy = -7.291 eV
relative energy (zero: lowest compared OMol25 entry of this formula, charge and spin) = 258.5 kJ/mol
lowest unoccupied orbital energy = 0.3 eV

ORCA input file:
```
! RIJCOSX wB97M-V def2-TZVPD def2/J DEFGRID3
* xyz 0 1
C -1.128 -0.735 -0.135
N 0.263 -0.519 0.362
C 1.135 0.417 -0.412
C 1.069 1.719 0.104
N 1.057 2.771 0.617
H -1.631 0.232 -0.149
H -1.664 -1.445 0.503
H -1.060 -1.123 -1.152
H 0.224 -0.165 1.320
H 0.744 -1.417 0.420
H 0.990 0.266 -1.476
*
```

Mulliken atomic charge list, values in e, 6 entries:
1. C -0.830
2. N -0.223
3. C -0.777
4. C 0.435
5. N -0.499
6. H 0.312

---

# 2
One molecule with the formula C3H6N2O, computed with the ωB97M-V functional and the def2-TZVPD basis.

HOMO-LUMO gap = 10.997 eV
highest occupied orbital energy = -10.447 eV
relative energy (zero: lowest compared OMol25 entry of this formula, charge and spin) = 184.1 kJ/mol
lowest unoccupied orbital energy = 0.5 eV

ORCA input file:
```
! RIJCOSX wB97M-V def2-TZVPD def2/J DEFGRID3
* xyz 0 1
N -0.122 1.151 0.861
C 0.297 0.550 -0.405
C 0.451 -1.030 -0.386
O 0.521 -1.579 0.908
C -0.685 0.852 -1.462
N -1.483 0.947 -2.295
H -1.120 1.315 0.905
H 0.135 0.556 1.640
H 1.252 1.010 -0.695
H -0.372 -1.488 -0.957
H 1.392 -1.288 -0.883
H 0.056 -0.997 1.521
*
```

Mulliken atomic charge list, values in e, 6 entries:
1. N -0.657
2. C 0.573
3. C -0.519
4. O -0.509
5. C 0.036
6. N -0.416

---

# 3
One molecule with the formula C3H6N2O, computed with the ωB97M-V functional and the def2-TZVPD basis.

HOMO-LUMO gap = 9.732 eV
highest occupied orbital energy = -9.016 eV
relative energy (zero: lowest compared OMol25 entry of this formula, charge and spin) = 223.9 kJ/mol
lowest unoccupied orbital energy = 0.7 eV

ORCA input file:
```
! RIJCOSX wB97M-V def2-TZVPD def2/J DEFGRID3
* xyz 0 1
C 0.760 -0.035 0.371
C -0.218 -1.152 -0.064
C -0.099 1.159 0.060
H 2.673 -0.530 0.162
H 0.865 -0.092 1.457
H 0.001 -1.407 -1.094
H -0.160 -2.022 0.580
H -2.222 -0.846 -0.570
H 0.331 2.217 -0.041
N -1.552 -0.510 0.101
N -1.342 0.876 -0.142
O 2.014 0.036 -0.300
*
```

Mulliken atomic charge list, values in e, 6 entries:
1. C 0.337
2. C -0.602
3. C -0.178
4. H 0.334
5. H 0.229
6. H 0.292

---

# 4
C3H6N2O as an isolated structure, computed with the ωB97M-V functional and the def2-TZVPD basis.

HOMO-LUMO gap = 9.330 eV
highest occupied orbital energy = -9.733 eV
relative energy (zero: lowest compared OMol25 entry of this formula, charge and spin) = 539.5 kJ/mol
lowest unoccupied orbital energy = -0.4 eV

ORCA input file:
```
! RIJCOSX wB97M-V def2-TZVPD def2/J DEFGRID3
* xyz 0 1
N 0.543 0.708 1.269
C 0.717 -0.386 0.534
C -1.102 -0.512 -0.803
O -1.920 0.361 -0.419
C 1.667 -0.413 -0.551
N 2.439 -0.440 -1.415
H 0.996 1.517 0.835
H -0.740 1.178 1.159
H 0.521 -1.338 1.019
H -0.503 -0.328 -1.701
H -1.239 -1.549 -0.476
H -1.379 1.201 0.548
*
```

Mulliken atomic charge list, values in e, 6 entries:
1. N -0.523
2. C -0.336
3. C -0.247
4. O -0.467
5. C 0.392
6. N -0.411

---

# 5
One molecule with the formula C3H6N2O, computed with the ωB97M-V functional and the def2-TZVPD basis.

HOMO-LUMO gap = 10.614 eV
highest occupied orbital energy = -9.853 eV
relative energy (zero: lowest compared OMol25 entry of this formula, charge and spin) = 127.9 kJ/mol
lowest unoccupied orbital energy = 0.8 eV

ORCA input file:
```
! RIJCOSX wB97M-V def2-TZVPD def2/J DEFGRID3
* xyz 0 1
C -0.101 -0.982 0.527
C -1.104 -0.130 -0.173
N -0.925 1.210 0.160
C 1.317 -0.313 0.074
N 1.692 0.219 -0.993
O -1.765 -0.462 -1.129
H -0.432 1.534 0.974
H -1.415 1.893 -0.398
H 0.958 0.576 -1.606
H -0.151 -0.847 1.608
H -0.170 -2.021 0.219
H 2.096 -0.677 0.737
*
```

Mulliken atomic charge list, values in e, 6 entries:
1. C -0.463
2. C 0.435
3. N -0.380
4. C -0.077
5. N -0.587
6. O -0.591

---

# 6
One molecule with the formula C3H6N2O, computed with the ωB97M-V functional and the def2-TZVPD basis.

HOMO-LUMO gap = 8.654 eV
highest occupied orbital energy = -8.339 eV
relative energy (zero: lowest compared OMol25 entry of this formula, charge and spin) = 559.7 kJ/mol
lowest unoccupied orbital energy = 0.3 eV

ORCA input file:
```
! RIJCOSX wB97M-V def2-TZVPD def2/J DEFGRID3
* xyz 0 1
C 1.483 0.808 -0.133
C 0.680 -1.383 0.045
C -2.418 0.249 0.022
H 1.326 1.498 0.902
H 2.601 1.254 -0.127
H 0.948 1.243 -0.872
H 1.227 -2.280 0.036
H -2.663 1.285 0.048
H -3.126 -0.711 0.236
N -0.647 -1.321 -0.185
N -1.040 -0.098 -0.044
O 1.628 -0.542 0.073
*
```

Mulliken atomic charge list, values in e, 6 entries:
1. C -0.651
2. C 0.159
3. C -0.455
4. H 0.240
5. H 0.260
6. H 0.390

---

# 7
One molecule with the formula C3H6N2O, computed with the ωB97M-V functional and the def2-TZVPD basis.

HOMO-LUMO gap = 11.148 eV
highest occupied orbital energy = -10.275 eV
relative energy (zero: lowest compared OMol25 entry of this formula, charge and spin) = 183.8 kJ/mol
lowest unoccupied orbital energy = 0.9 eV

ORCA input file:
```
! RIJCOSX wB97M-V def2-TZVPD def2/J DEFGRID3
* xyz 0 1
C 1.007 1.761 0.809
N -0.047 0.774 0.771
C -0.320 0.347 -0.386
N -1.210 -0.715 -0.547
C -0.710 -1.962 -0.920
O -1.413 -2.933 -1.123
H 1.820 1.427 1.458
H 1.497 2.086 -0.127
H 0.608 2.664 1.267
H 0.259 0.693 -1.259
H -2.219 -0.635 -0.571
H 0.418 -1.632 -1.077
*
```

Mulliken atomic charge list, values in e, 6 entries:
1. C -0.698
2. N -0.407
3. C -0.139
4. N -0.090
5. C 0.192
6. O -0.532

---

# 8
A 2-piece molecular cluster, C3H6N2O overall, computed with the ωB97M-V functional and the def2-TZVPD basis.

HOMO-LUMO gap = 9.984 eV
highest occupied orbital energy = -9.305 eV
relative energy (zero: lowest compared OMol25 entry of this formula, charge and spin) = 389.3 kJ/mol
lowest unoccupied orbital energy = 0.7 eV

ORCA input file:
```
! RIJCOSX wB97M-V def2-TZVPD def2/J DEFGRID3
* xyz 0 1
C 1.001 -0.795 -0.456
C -0.495 -0.826 1.349
O -1.191 -1.624 1.755
N -1.075 1.320 0.997
C -0.853 1.148 -0.248
N 0.392 0.755 -0.744
H 0.515 -1.803 -0.316
H 1.428 -0.847 -1.435
H 1.775 -0.757 0.321
H -0.165 1.356 1.462
H -1.715 1.181 -0.930
H 0.384 0.892 -1.756
*
```

Mulliken atomic charge list, values in e, 6 entries:
1. C -0.739
2. C 0.127
3. O -0.259
4. N -0.612
5. C 0.036
6. N -0.439

---

# 9
One molecule with the formula C3H6N2O, computed with the ωB97M-V functional and the def2-TZVPD basis.

HOMO-LUMO gap = 10.060 eV
highest occupied orbital energy = -8.907 eV
relative energy (zero: lowest compared OMol25 entry of this formula, charge and spin) = 360.2 kJ/mol
lowest unoccupied orbital energy = 1.2 eV

ORCA input file:
```
! RIJCOSX wB97M-V def2-TZVPD def2/J DEFGRID3
* xyz 0 1
C 0.335 0.261 0.089
C -0.942 -0.165 -0.522
C -2.107 -0.404 0.368
H 3.343 0.067 -0.682
H 2.682 0.945 0.497
H 0.266 1.174 0.712
H -0.713 -0.778 -1.363
H -1.914 -0.296 1.472
H -2.871 -1.192 0.198
N 2.626 0.066 0.059
N 1.362 -0.391 -0.368
O -2.069 0.714 -0.460
*
```

Mulliken atomic charge list, values in e, 6 entries:
1. C -0.334
2. C 0.219
3. C -0.386
4. H 0.241
5. H 0.228
6. H 0.325

---

# 10
One molecule with the formula C3H6N2O, computed with the ωB97M-V functional and the def2-TZVPD basis.

HOMO-LUMO gap (spin up / spin down) = 7.726 / 8.232 eV
highest occupied orbital energy (spin up / spin down) = -7.684 / -7.931 eV
relative energy (zero: lowest compared OMol25 entry of this formula, charge and spin) = 298.5 kJ/mol
lowest unoccupied orbital energy (spin up / spin down) = 0.0 / 0.3 eV

ORCA input file:
```
! RIJCOSX wB97M-V def2-TZVPD def2/J DEFGRID3
* xyz 0 1
N 1.856 0.275 -0.320
C 0.913 -0.683 -0.173
O 1.066 -1.877 -0.276
N -0.397 -0.133 0.158
C -1.475 -0.915 0.150
C -0.667 1.198 0.317
H 1.563 1.231 -0.465
H 2.766 -0.021 -0.636
H -1.606 -1.700 -0.582
H -2.246 -0.697 0.875
H -1.559 1.560 -0.174
H -0.214 1.760 1.126
*
```

Mulliken atomic charge list, values in e, 6 entries:
1. N -0.362
2. C 0.419
3. O -0.563
4. N 0.082
5. C -0.534
6. C -0.786